Density functional theory data (ωB97M-V/def2-TZVPD) for a cluster of 9 separate species, C18H37BBr16ClO2 in total.

Output
- Calculated total energy: -1157242.816 eV
- HOMO-LUMO gap: 4.4 eV
- Charge: -1

CARTESIAN COORDINATES (ANGSTROEM)
C1 3.0297 0.3697 -1.8000
O1 1.9648 0.2297 -2.7329
B1 0.8093 -0.3550 -2.1125
O2 0.8076 -1.7859 -1.9551
C2 -0.2885 0.5156 -1.5901
Cl1 -1.8468 -0.3765 -1.2028
H1 2.6307 0.8742 -0.8988
H2 3.4284 -0.6250 -1.4949
H3 3.8631 0.9646 -2.2266
H4 0.8144 -2.2290 -2.8178
H5 -0.5628 1.2864 -2.3243
Br1 -0.4697 2.9030 1.3004
C3 -0.4728 1.1959 2.2282
C4 0.8596 0.9417 2.8933
Br2 2.1875 0.3067 1.6203
H6 -0.7440 0.4328 1.4999
H7 -1.2528 1.2886 2.9851
H8 0.7892 0.1501 3.6371
H9 1.2465 1.8466 3.3552
Br3 1.6328 3.4952 5.7836
C5 0.6369 4.6417 4.5630
C6 -0.7669 4.8858 5.0524
Br4 -1.9335 3.3636 4.7545
H10 0.6634 4.1653 3.5851
H11 1.1936 5.5764 4.5307
H12 -1.2175 5.7090 4.5001
H13 -0.7934 5.1039 6.1170
Br5 -4.8269 -1.6173 0.6043
C7 -5.6402 -1.3375 -1.1345
C8 -5.7595 -2.6194 -1.9205
Br6 -4.0549 -3.1802 -2.6594
H14 -5.0291 -0.5931 -1.6408
H15 -6.6319 -0.9338 -0.9333
H16 -6.4191 -2.4723 -2.7749
H17 -6.1288 -3.4379 -1.3057
Br7 -3.9875 0.3962 4.3577
C9 -5.9114 0.6470 4.3834
C10 -6.3334 1.9407 3.7398
Br8 -6.0047 3.4746 4.8908
H18 -6.2290 0.5794 5.4206
H19 -6.3147 -0.1928 3.8189
H20 -7.4068 1.9374 3.5595
H21 -5.8044 2.1257 2.8085
Br9 6.1139 3.1755 -2.6051
C11 7.5253 3.1913 -1.2721
C12 7.8066 1.8190 -0.7180
Br10 6.4317 1.2284 0.5234
H22 7.2137 3.8855 -0.4960
H23 8.4090 3.5776 -1.7772
H24 8.7346 1.8296 -0.1477
H25 7.8649 1.0684 -1.5026
Br11 -6.5078 -6.7911 -0.0494
C13 -8.4295 -6.6017 0.1557
C14 -8.9029 -5.2394 -0.2800
Br12 -8.4391 -3.8643 1.0116
H26 -8.6554 -6.7972 1.2006
H27 -8.8766 -7.3739 -0.4681
H28 -9.9881 -5.2195 -0.3648
H29 -8.4569 -4.9400 -1.2252
Br13 10.5908 -0.1799 1.1937
C15 9.2409 -1.3158 0.3696
C16 9.6430 -2.7660 0.3727
Br14 11.0216 -3.1495 -0.9457
H30 9.0884 -0.9360 -0.6370
H31 8.3342 -1.1686 0.9536
H32 8.7926 -3.3899 0.1043
H33 10.0397 -3.0792 1.3346
Br15 -0.3277 1.8278 -5.4652
C17 1.1250 0.6322 -5.9275
C18 1.1077 0.2393 -7.3804
Br16 -0.2880 -1.0571 -7.7877
H34 1.0467 -0.2167 -5.2536
H35 2.0386 1.1767 -5.6966
H36 2.0435 -0.2468 -7.6512
H37 0.9327 1.0901 -8.0337